Run P
C3H2N2 | ωB97M-V with the def2-TZVPD basis set

Output
**Net charge**: 0
**Orbital gap**: 10.478 eV

Atoms and positions in Å:
C (0.1737, 0.9463, 0.4467)
C (1.1663, -1.7530, -1.3345)
C (-0.9853, 0.4097, 0.2899)
N (0.6319, -1.1635, -0.4850)
N (0.1324, -0.5174, 0.5856)
H (0.8968, 1.7162, 0.4416)
H (-2.0159, 0.3617, 0.0557)

=====

Run Q
C3H2N2 | ωB97M-V with the def2-TZVPD basis set

Output
**Net charge**: 0
**Orbital gap**: 7.747 eV

Atoms and positions in Å:
C (-0.8664, -0.0404, -0.0033)
C (1.8004, -0.0009, -0.0416)
C (-3.4964, 0.0818, 0.0225)
N (0.3763, -0.0186, -0.0103)
N (-2.3351, -0.0405, 0.0080)
H (2.2417, 0.9676, -0.0043)
H (2.2795, -0.9490, 0.0290)

=====

It turns out run P is the most stable, with the second structure 4.5 kcal/mol higher.

=====

Run P
C3H3NS | ωB97M-V with the def2-TZVPD basis set

Output
**Net charge**: 0
**Expectation value of S²**: 2.0130
**Spin multiplicity**: 3
**Orbital gap (alpha / beta)**: 6.758 / 5.467 eV

Atoms and positions in Å:
C (-1.3274, -1.9249, 0.3813)
C (-1.3035, -0.7973, -0.0175)
C (-1.2518, 0.4914, -0.5247)
N (-1.2642, 1.5706, -0.9278)
S (2.6719, 0.9822, -0.1936)
H (-1.5852, -2.8921, 0.8192)
H (2.5242, 1.1823, 1.0699)
H (1.5362, 1.3878, -0.6067)

=====

Run Q
C3H3NS | ωB97M-V with the def2-TZVPD basis set

Output
**Net charge**: 0
**Expectation value of S²**: 2.0159
**Spin multiplicity**: 3
**Orbital gap (alpha / beta)**: 7.065 / 7.022 eV

Atoms and positions in Å:
C (1.8781, 0.9691, -0.0745)
C (0.8382, 0.3936, -0.1731)
C (-0.3994, -0.2368, -0.4143)
N (-1.2287, -0.6757, 0.5283)
S (-0.7444, -0.5487, -2.2157)
H (2.6907, 1.4934, 0.3559)
H (-0.8759, -0.3166, 1.4572)
H (-2.1586, -1.0783, 0.5362)

=====

It turns out run Q is the most stable, with the second structure 65.0 kcal/mol higher.

=====

Run P
HN2O3P | ωB97M-V with the def2-TZVPD basis set

Output
**Net charge**: 0
**Orbital gap (alpha / beta)**: 8.841 / 6.817 eV

Atoms and positions in Å:
N (-3.8402, 0.5991, -1.0159)
N (0.5073, -0.9059, 1.8089)
O (-3.6049, 0.2874, -2.1294)
O (-3.4192, 0.3578, 0.0833)
O (1.6944, -1.0408, 1.8554)
P (-0.8428, -0.1187, 1.5251)
H (-1.9096, -1.0604, 2.0767)

=====

Run Q
HN2O3P | ωB97M-V with the def2-TZVPD basis set

Output
**SMILES**: O=NOPN=O
**Net charge**: 0
**Orbital gap (alpha / beta)**: 7.924 / 7.931 eV

Atoms and positions in Å:
N (1.3660, -2.9271, -0.0848)
N (1.0086, 0.6255, 1.1945)
O (0.4133, -3.1496, -0.6643)
O (1.7341, -1.4695, -0.0996)
O (1.1678, 1.7207, 1.6261)
P (1.1393, 0.1006, -0.5139)
H (-0.0863, -0.2412, -0.6657)

=====

Run R
HN2O3P | ωB97M-V with the def2-TZVPD basis set

Output
**SMILES**: O=NP[N+](=O)[O-]
**Net charge**: 0
**Orbital gap (alpha / beta)**: 7.869 / 7.871 eV

Atoms and positions in Å:
N (-0.6930, -1.3458, 0.6814)
N (0.5647, 0.8758, 0.1802)
O (0.9814, 0.8195, 1.3009)
O (-1.1913, -2.4008, 0.8730)
O (0.7590, 1.6969, -0.6860)
P (-0.3067, -0.4316, -0.6375)
H (-0.1140, 0.7860, -1.7120)

=====

It turns out run Q is the most stable, with the second structure 16.6 kcal/mol higher.